No. 1
{
  "formula": "C50H46CdCl3N9O8S",
  "method": "ωB97M-V/def2-TZVPD",
  "symbols": ["Cd", "C", "C", "C", "C", "C", "C", "N", "C", "C", "C", "C", "C", "C", "N", "N", "C", "C", "C", "C", "C", "N", "H", "H", "H", "H", "H", "H", "H", "H", "H", "H", "H", "H", "H", "O", "C", "O", "C", "C", "N", "N", "C", "C", "O", "O", "H", "H", "H", "Cl", "C", "Cl", "C", "O", "O", "H", "C", "C", "C", "C", "C", "O", "C", "C", "C", "C", "C", "C", "Cl", "C", "C", "C", "N", "C", "N", "C", "N", "H", "H", "H", "H", "H", "H", "H", "H", "H", "H", "H", "H", "H", "H", "H", "H", "H", "H", "H", "H", "H", "H", "C", "C", "O", "S", "C", "C", "C", "C", "C", "C", "C", "C", "H", "H", "H", "H", "H", "H", "H"],
  "xyz": [[1.0094, 0.2221, 0.1855], [4.9384, 0.4706, 4.0086], [4.1586, 1.5604, 3.6371], [3.6286, 1.6458, 2.3609], [3.8519, 0.6469, 1.3996], [4.6200, -0.4582, 1.8016], [5.1531, -0.5392, 3.0791], [3.2369, 0.7698, 0.1465], [3.9203, 0.4568, -0.9936], [5.3222, 0.2330, -1.0564], [5.9815, -0.0663, -2.2342], [5.2965, -0.1547, -3.4407], [3.9436, 0.1487, -3.4312], [3.2772, 0.4715, -2.2628], [1.9113, 0.9766, -2.4173], [0.9403, 0.2175, -3.1335], [0.8025, -0.9970, -2.6613], [0.0438, -1.9518, -3.4314], [0.1205, -3.2727, -3.1141], [0.8755, -3.6922, -1.9904], [1.4268, -2.7107, -1.1985], [1.3774, -1.3976, -1.4751], [5.3548, 0.4001, 5.0065], [3.9455, 2.3450, 4.3548], [2.9934, 2.4819, 2.0994], [4.7475, -1.2835, 1.1136], [5.7276, -1.4154, 3.3593], [5.9002, 0.3242, -0.1489], [7.0547, -0.2284, -2.2092], [5.8060, -0.4053, -4.3628], [3.3668, 0.1506, -4.3504], [-0.5215, -1.5862, -4.2786], [-0.4086, -4.0042, -3.7169], [0.9850, -4.7363, -1.7313], [1.9287, -2.9666, -0.2710], [-1.5441, 5.6796, 2.0910], [-0.3035, 5.8797, 1.7228], [0.2745, 6.9348, 1.9244], [0.4073, 4.7611, 1.0387], [1.7193, 4.8484, 0.6233], [2.0431, 3.6595, 0.0982], [1.0371, 2.7956, 0.1279], [0.0305, 3.4263, 0.7025], [-1.2565, 2.6510, 0.8289], [-2.2473, 3.2512, 1.3301], [-1.2362, 1.4806, 0.4094], [-1.8862, 4.7198, 1.8294], [2.4020, 5.6814, 0.6709], [2.9187, 3.3552, -0.2966], [2.6242, -2.8090, 4.5656], [1.4944, -1.4810, 4.2541], [-0.1346, -1.9155, 4.8524], [1.3811, -1.0992, 2.7454], [0.9579, 0.0803, 2.5761], [1.6927, -1.9378, 1.8963], [1.8234, -0.6203, 4.8213], [-1.1161, -4.7295, 2.3204], [-2.0827, -5.5357, 1.4383], [-2.2203, -6.9365, 2.0605], [-1.4458, -5.7292, 0.0553], [-3.5085, -4.8758, 1.3077], [-4.3943, -5.8049, 0.6571], [-4.0761, -4.5039, 2.6972], [-5.6126, -4.3280, 2.7883], [-6.2185, -3.0022, 2.3827], [-5.9360, -1.8329, 3.0826], [-6.4857, -0.6175, 2.7064], [-7.3398, -0.5680, 1.6163], [-8.0336, 0.9486, 1.1317], [-7.6496, -1.7161, 0.9089], [-7.0875, -2.9240, 1.2996], [-3.5401, -3.6945, 0.3136], [-2.6447, -2.5982, 0.6050], [-1.6275, -2.1587, -0.1531], [-0.9928, -1.1970, 0.4669], [-1.7016, -1.0362, 1.6185], [-2.7087, -1.8677, 1.7436], [-0.1571, -5.2535, 2.3612], [-1.4793, -4.6266, 3.3448], [-0.9092, -3.7333, 1.9355], [-1.2229, -7.3507, 2.2207], [-2.7563, -7.6217, 1.3983], [-2.7191, -6.9163, 3.0320], [-0.5700, -6.3764, 0.1488], [-1.0979, -4.7865, -0.3664], [-2.1463, -6.1989, -0.6402], [-4.5538, -6.5310, 1.2683], [-3.5737, -3.6038, 3.0473], [-3.8268, -5.3150, 3.3843], [-5.8815, -4.5023, 3.8340], [-6.0928, -5.1123, 2.2017], [-5.2569, -1.8653, 3.9274], [-6.2332, 0.2933, 3.2340], [-8.3163, -1.6614, 0.0578], [-7.3244, -3.8245, 0.7426], [-4.5658, -3.3370, 0.2485], [-3.2559, -4.0657, -0.6677], [-1.3733, -2.5711, -1.1190], [-1.4574, -0.2946, 2.3591], [1.5989, 8.1425, -6.7355], [1.8012, 9.4133, -5.9501], [1.7175, 10.5108, -6.4442], [2.2093, 9.3129, -4.2173], [2.1128, 7.5900, -3.8053], [3.2827, 6.8552, -3.6348], [3.2209, 5.5085, -3.3260], [1.9859, 4.8506, -3.1886], [0.8157, 5.6173, -3.3222], [0.8815, 6.9658, -3.6183], [1.9396, 3.4621, -2.9186], [1.8958, 2.2769, -2.6787], [1.6311, 8.3903, -7.7950], [0.6278, 7.7070, -6.5014], [2.3569, 7.4006, -6.4912], [4.2407, 7.3446, -3.7611], [4.1287, 4.9312, -3.2040], [-0.1413, 5.1349, -3.1690], [-0.0274, 7.5510, -3.6941]],
  "forces_ev_per_a": [[-0.1744, 0.2743, 0.1833], [-0.0393, 0.0561, -0.0202], [0.0290, -0.0826, 0.0600], [-0.0156, -0.0232, -0.0724], [0.1542, 0.0874, -0.0060], [-0.1197, -0.0095, 0.0323], [0.0160, -0.0126, -0.0515], [0.1239, -0.0694, -0.1285], [0.0280, 0.2158, 0.0544], [-0.0068, -0.0131, -0.0605], [-0.0375, -0.0209, 0.0159], [0.0073, -0.0008, 0.0098], [-0.0449, -0.0526, -0.0276], [-0.0448, 0.0151, -0.2022], [0.1845, -0.0312, 0.7528], [0.0607, -0.0400, -0.5010], [0.2286, -0.0666, 0.2549], [-0.0570, -0.0665, 0.0592], [0.0160, 0.0762, 0.0159], [0.0659, 0.0277, 0.0021], [0.0418, -0.0066, -0.0090], [-0.2839, -0.1824, -0.3228], [-0.0164, -0.0037, -0.0031], [0.0118, 0.0117, -0.0223], [0.0010, -0.0149, -0.0009], [0.0204, 0.0004, -0.0255], [-0.0291, -0.0069, -0.0107], [-0.0023, -0.0526, 0.0489], [-0.0131, 0.0008, 0.0258], [-0.0111, -0.0028, 0.0083], [0.0010, 0.0385, 0.0330], [0.0321, -0.0085, -0.0096], [0.0021, 0.0025, -0.0149], [-0.0122, 0.0218, 0.0055], [-0.0620, 0.0581, 0.0444], [-0.7287, -0.9636, -0.1109], [0.5874, 0.0543, -0.2391], [-0.2077, -0.1798, 0.0034], [-0.2055, -0.2297, 0.0831], [0.0233, 0.0969, -0.0171], [0.2253, 0.1821, 0.0739], [-0.2113, -0.0665, 0.2867], [-0.0292, 0.2007, -0.0858], [-0.3863, 0.1094, 0.1420], [0.3141, 0.4421, 0.1206], [0.2353, 0.0001, 0.0318], [0.3883, 0.5114, 0.0060], [-0.0002, -0.0697, 0.0012], [0.0263, -0.1217, 0.0049], [-0.0008, -0.0050, 0.0059], [-0.0439, 0.1122, -0.2820], [-0.0354, 0.0119, 0.0252], [0.1136, 0.0293, 0.0629], [0.0906, -0.4373, -0.2209], [-0.1348, 0.2357, 0.0749], [0.0260, 0.0217, 0.0554], [-0.0492, -0.0294, -0.0269], [-0.0091, -0.0682, 0.0016], [-0.0440, 0.0423, 0.0121], [-0.0960, 0.0913, 0.0494], [0.1883, 0.0361, 0.0867], [0.0106, 0.0305, -0.0660], [-0.2667, 0.1174, -0.2073], [0.1124, 0.0027, 0.0193], [0.1806, -0.0771, -0.1166], [0.0658, 0.0179, 0.0014], [0.0552, 0.0582, 0.0012], [0.0465, -0.1769, 0.0548], [-0.0408, 0.0808, -0.0178], [-0.0306, 0.0095, -0.0262], [-0.0102, 0.0000, -0.0191], [-0.0270, -0.0483, 0.2134], [-0.0773, -0.0067, -0.2614], [0.1487, -0.2602, 0.0401], [-0.0797, 0.2410, 0.2819], [-0.0150, -0.0617, -0.0418], [-0.0786, -0.0180, 0.0806], [-0.0353, 0.0238, 0.0122], [0.0147, 0.0020, -0.0242], [0.0093, 0.0182, 0.0039], [-0.0287, 0.0056, -0.0127], [0.0252, -0.0079, 0.0212], [0.0238, -0.0546, -0.0064], [-0.0101, 0.0289, -0.0102], [0.0185, -0.0575, -0.0171], [0.0213, 0.0028, 0.0166], [0.0276, -0.0163, -0.0231], [0.0258, -0.0027, 0.0535], [0.0655, 0.0605, 0.0294], [-0.0180, -0.0275, 0.0090], [-0.0534, -0.0317, 0.0589], [0.0219, 0.0181, -0.0625], [-0.0135, -0.0455, -0.0060], [0.0193, -0.0058, 0.0254], [0.0337, 0.0244, -0.0054], [-0.0405, 0.1022, 0.0380], [-0.0523, -0.0517, -0.0522], [-0.0010, 0.0296, 0.0315], [0.0196, 0.0009, -0.0381], [0.0282, 0.0114, -0.0335], [0.0777, -0.1151, -0.0086], [0.0013, 0.0445, -0.0182], [-0.1072, 0.0413, 0.0811], [0.0277, 0.0577, -0.1046], [-0.0320, -0.0674, -0.0173], [-0.0130, -0.0313, 0.0032], [0.0938, 0.1034, 0.0184], [-0.0227, -0.0513, 0.0146], [-0.0028, -0.0152, 0.0303], [-0.0870, 0.0444, -0.1031], [-0.1284, -0.0465, -0.1899], [-0.0010, 0.0275, 0.0269], [-0.0094, -0.0197, 0.0716], [-0.0156, -0.0259, 0.0278], [0.0084, -0.0177, 0.0113], [0.0096, 0.0196, -0.0211], [0.0162, 0.0184, -0.0151], [-0.0015, -0.0288, -0.0147]],
  "lumo_ev": 3.318,
  "fmax_ev_per_a": 1.21,
  "e_above_lowest_ev": 0.000,
  "energy_ha": -4974.3382,
  "homo_lumo_gap_ev": 5.50,
  "charge": -2
}

No. 2
{
  "formula": "C50H46CdCl3N9O8S",
  "method": "ωB97M-V/def2-TZVPD",
  "symbols": ["Cd", "C", "C", "C", "C", "C", "C", "N", "C", "C", "C", "C", "C", "C", "N", "N", "C", "C", "C", "C", "C", "N", "H", "H", "H", "H", "H", "H", "H", "H", "H", "H", "H", "H", "H", "O", "C", "O", "C", "C", "N", "N", "C", "C", "O", "O", "H", "H", "H", "Cl", "C", "Cl", "C", "O", "O", "H", "C", "C", "C", "C", "C", "O", "C", "C", "C", "C", "C", "C", "Cl", "C", "C", "C", "N", "C", "N", "C", "N", "H", "H", "H", "H", "H", "H", "H", "H", "H", "H", "H", "H", "H", "H", "H", "H", "H", "H", "H", "H", "H", "H", "C", "C", "O", "S", "C", "C", "C", "C", "C", "C", "C", "C", "H", "H", "H", "H", "H", "H", "H"],
  "xyz": [[-2.4965, -0.4585, 0.0042], [-4.5532, -0.4975, 5.3216], [-5.5882, -0.5930, 4.4002], [-5.4008, -0.1892, 3.0896], [-4.1583, 0.3109, 2.6683], [-3.1311, 0.4300, 3.6116], [-3.3288, 0.0216, 4.9203], [-3.9306, 0.6124, 1.3346], [-4.7405, 1.4235, 0.6308], [-5.5922, 2.3920, 1.2226], [-6.3410, 3.2571, 0.4583], [-6.3223, 3.1809, -0.9419], [-5.5565, 2.2210, -1.5636], [-4.7501, 1.3408, -0.8160], [-4.0170, 0.3372, -1.3453], [-4.1879, -0.0252, -2.6021], [-3.5873, -1.1898, -2.9242], [-3.7800, -1.6766, -4.2445], [-3.2695, -2.8949, -4.6044], [-2.5540, -3.6403, -3.6551], [-2.4009, -3.1038, -2.3910], [-2.8853, -1.9229, -2.0171], [-4.6980, -0.8193, 6.3465], [-6.5513, -0.9884, 4.7051], [-6.2010, -0.2812, 2.3653], [-2.2000, 0.8804, 3.2923], [-2.5214, 0.1091, 5.6393], [-5.6024, 2.4642, 2.3027], [-6.9447, 4.0184, 0.9416], [-6.9024, 3.8863, -1.5264], [-5.5222, 2.1358, -2.6418], [-4.3575, -1.0709, -4.9289], [-3.4239, -3.2843, -5.6042], [-2.1375, -4.6106, -3.8887], [-1.8652, -3.6648, -1.6307], [-1.1816, -6.4456, 0.8088], [-0.0909, -6.0653, 0.2799], [0.7736, -6.7739, -0.2392], [0.1853, -4.5724, 0.3091], [1.3210, -4.0075, -0.1764], [1.3534, -2.6358, 0.0748], [0.1097, -2.3329, 0.6721], [-0.6240, -3.5258, 0.8161], [-2.0151, -3.4609, 1.1699], [-2.6437, -4.5852, 1.3697], [-2.5979, -2.3691, 1.3092], [-2.0024, -5.4234, 1.1576], [2.1464, -4.4805, -0.6789], [1.5788, -2.0394, -0.7160], [-2.9548, 4.2356, -0.7489], [-1.3958, 4.0585, 0.0712], [-0.0928, 4.1334, -1.1377], [-1.3742, 2.7022, 0.9110], [-1.4689, 2.8885, 2.1200], [-1.2269, 1.6530, 0.2390], [-1.2644, 4.9119, 0.7270], [3.0890, 0.2913, 0.3006], [3.8541, 1.3862, -0.4449], [5.2628, 1.4745, 0.1796], [3.1909, 2.7492, -0.2004], [3.9609, 1.1109, -1.9858], [4.8203, 2.0965, -2.5690], [4.5164, -0.3182, -2.2577], [5.1626, -0.5061, -3.6573], [4.2566, -1.1056, -4.7043], [3.7798, -2.4036, -4.5486], [2.9231, -2.9718, -5.4727], [2.5426, -2.2302, -6.5795], [1.4659, -2.9284, -7.7486], [3.0104, -0.9430, -6.7689], [3.8674, -0.3901, -5.8276], [2.6398, 1.3618, -2.7745], [1.5266, 0.4693, -2.5584], [0.4322, 0.6654, -1.7981], [-0.3628, -0.3792, -1.8722], [0.2897, -1.2086, -2.7245], [1.4326, -0.7308, -3.1666], [3.0446, 0.5361, 1.3620], [3.5778, -0.6797, 0.2101], [2.0621, 0.1988, -0.0374], [5.1603, 1.4746, 1.2649], [5.7683, 2.4043, -0.0954], [5.9017, 0.6307, -0.0860], [3.3583, 3.0601, 0.8324], [2.1153, 2.7252, -0.3674], [3.6274, 3.5012, -0.8592], [5.6389, 2.1063, -2.0636], [3.7061, -1.0353, -2.1379], [5.2717, -0.5459, -1.5045], [6.0227, -1.1715, -3.5472], [5.5309, 0.4595, -4.0019], [4.0729, -2.9795, -3.6785], [2.5396, -3.9725, -5.3282], [2.6992, -0.3745, -7.6345], [4.2285, 0.6218, -5.9728], [2.9157, 1.3031, -3.8263], [2.2967, 2.3732, -2.5658], [0.2209, 1.5504, -1.2208], [-0.0947, -2.1668, -3.0373], [3.5791, 2.7213, 6.5620], [2.3756, 2.3990, 7.4008], [2.3474, 1.5965, 8.2866], [0.8827, 3.3498, 6.9211], [0.5205, 2.2547, 5.5543], [-0.0268, 0.9994, 5.8023], [-0.2452, 0.1209, 4.7605], [0.0933, 0.4771, 3.4460], [0.5972, 1.7621, 3.2079], [0.8221, 2.6374, 4.2510], [0.0299, -0.4819, 2.4090], [0.0249, -1.3185, 1.5407], [4.4039, 2.0543, 6.8100], [3.8665, 3.7561, 6.7525], [3.3325, 2.6283, 5.5057], [-0.2667, 0.7147, 6.8184], [-0.6762, -0.8548, 4.9401], [0.7670, 2.0703, 2.1855], [1.2107, 3.6283, 4.0530]],
  "forces_ev_per_a": [[0.2705, -0.1985, 0.0722], [0.0209, -0.0099, 0.1984], [-0.0623, 0.0859, -0.0649], [0.0983, -0.0367, 0.1964], [-0.2511, 0.1499, -0.1756], [-0.1275, -0.0074, -0.0602], [-0.1525, -0.0546, 0.0171], [0.2664, -0.2014, 0.0869], [-0.3758, 0.2916, -0.1069], [0.3210, -0.2211, -0.0411], [-0.1261, 0.0786, -0.2960], [-0.1887, 0.2754, 0.2025], [0.3675, -0.2938, 0.0557], [-0.6882, 0.4751, 0.2328], [0.2280, -0.4024, -0.4080], [-0.2278, 0.3163, -0.1635], [-0.0789, 0.0649, 0.2460], [0.1114, -0.2243, -0.1821], [-0.0586, 0.2778, 0.1063], [0.2005, -0.2217, 0.1131], [-0.1125, -0.1276, -0.2057], [-0.0423, 0.1314, 0.1730], [-0.0166, -0.0114, -0.0028], [0.0098, -0.0353, 0.0032], [0.0245, 0.0053, -0.0267], [-0.2346, 0.0047, -0.0372], [-0.2063, 0.0494, -0.0175], [-0.0044, 0.0252, 0.0131], [-0.0023, -0.0211, 0.0312], [-0.0196, -0.0376, -0.0273], [-0.0309, -0.0426, -0.0029], [0.0022, 0.0540, 0.0108], [0.0029, 0.0221, -0.0123], [-0.0136, -0.0177, 0.0295], [0.0372, -0.0010, 0.0270], [0.0755, -0.0646, -0.0498], [0.2008, -0.1599, -0.1452], [-0.0589, 0.0670, 0.0593], [-0.0951, -0.0747, 0.0003], [-0.0046, 0.1529, 0.0277], [0.2987, -0.1845, 0.3032], [-0.4090, -0.1089, -0.5499], [0.4492, -0.0403, -0.2480], [-0.8614, -0.0596, 0.4899], [0.0884, 0.3137, -0.0441], [0.3068, -0.1000, -0.2179], [-0.0150, -0.1050, 0.0030], [-0.0270, -0.0641, -0.0310], [-0.1720, 0.1343, -0.0251], [-0.0194, 0.0291, 0.0737], [-0.4540, -0.4775, 0.3576], [0.3583, 0.0943, -0.1945], [0.0024, 0.6532, -0.5136], [-0.2812, 0.0511, -0.0415], [0.1119, 0.0204, 0.0460], [0.0065, -0.0889, 0.0226], [0.1034, 0.0064, -0.0795], [0.0899, 0.2032, 0.0317], [-0.0769, -0.0627, -0.1434], [-0.0163, -0.1906, -0.0389], [-0.2508, -0.4952, 0.1685], [-0.0520, 0.0563, -0.0577], [0.0180, 0.3300, -0.3572], [-0.2188, -0.0238, 0.1872], [0.0395, 0.0218, 0.0897], [0.0289, 0.0044, -0.0746], [0.0040, -0.0208, 0.0336], [0.0733, 0.0946, 0.0608], [-0.0963, -0.0636, -0.1032], [-0.0353, -0.0093, 0.0052], [0.0002, -0.0241, 0.0142], [0.5187, 0.0627, -0.0002], [-0.3289, 0.1043, 0.3193], [0.1609, 0.0840, -0.1469], [-0.0322, 0.0768, 0.3262], [-0.0289, 0.0957, -0.0420], [0.3218, -0.3307, -0.1884], [-0.0201, 0.0179, 0.0720], [-0.0228, -0.0278, 0.0282], [-0.0866, -0.0300, -0.0135], [0.0268, 0.0439, 0.0133], [0.0412, 0.0069, 0.0197], [0.0333, 0.0195, 0.0551], [-0.0494, -0.0094, 0.0411], [-0.0121, 0.0078, 0.0374], [-0.0305, 0.0718, 0.0259], [0.0165, 0.0118, -0.0093], [-0.0114, -0.0677, 0.0788], [-0.0709, -0.0233, -0.0063], [0.0439, 0.0554, 0.0276], [0.0930, -0.0431, -0.0432], [-0.0218, -0.0032, 0.0313], [-0.0079, -0.0044, -0.0345], [-0.0123, -0.0194, -0.0132], [0.0053, 0.0120, 0.0284], [-0.1186, 0.0407, -0.0664], [0.0015, -0.0017, -0.0380], [0.0162, 0.0166, 0.0406], [-0.0151, -0.0053, -0.0155], [0.2609, -0.1814, 0.1083], [-0.1170, 0.0145, -0.1023], [0.1600, 0.0900, 0.0983], [-0.1854, -0.0855, 0.0088], [0.0692, 0.0676, -0.1649], [-0.0238, 0.0884, 0.0816], [0.4108, -0.0729, -0.3280], [0.5771, 0.4532, 0.7862], [0.0047, -0.3344, -0.1915], [-0.0222, 0.0155, 0.1729], [-0.2117, -0.4017, -0.7812], [0.4723, 0.2544, 0.6393], [-0.0160, -0.0067, 0.0265], [-0.0228, 0.0214, -0.0403], [-0.0673, 0.0458, -0.0188], [-0.0258, 0.0040, 0.0143], [0.0963, 0.0002, 0.0081], [0.2009, -0.0931, 0.0907], [-0.0219, 0.0026, 0.0204]],
  "lumo_ev": [3.176, 3.176],
  "fmax_ev_per_a": 1.08,
  "e_above_lowest_ev": 3.138,
  "energy_ha": -4974.2229,
  "homo_lumo_gap_ev": [4.81, 4.00],
  "charge": -2
}